Entry from OMol25: a structure of composition C16H30N2OP2SSn at a distorted geometry (ωB97M-V with the def2-TZVPD basis set).

```
53
C16H30N2OP2SSn (ωB97M-V with the def2-TZVPD basis set)
Sn 0.4165 0.2893 0.4903
P 0.4668 2.7448 -0.2295
P -1.1739 -2.7374 0.5250
N 1.3546 -0.5097 -1.1368
H 0.9802 0.2533 2.1480
C 1.3480 3.4829 1.1900
H 1.5339 4.5413 0.9571
H 2.3033 2.9578 1.3432
H 0.7364 3.3944 2.1026
C -1.0554 3.6862 -0.5368
H -0.8168 4.7582 -0.6364
H -1.7769 3.5135 0.2775
H -1.5087 3.3113 -1.4685
C 1.5428 2.8680 -1.6880
H 1.7455 3.9306 -1.8871
H 1.0379 2.4062 -2.5500
H 2.4822 2.3265 -1.5099
C -0.3895 -3.5100 1.9363
H -0.5256 -4.5972 1.9393
H -0.7532 -3.1061 2.8879
H 0.6861 -3.3165 1.8583
C -2.8078 -3.2199 -0.0545
H -2.8843 -4.3096 -0.1393
H -2.9737 -2.7481 -1.0374
H -3.5848 -2.8675 0.6317
C -0.1406 -3.2301 -0.8614
H -0.2658 -4.3154 -0.9819
H 0.9150 -3.0043 -0.6889
H -0.4412 -2.7348 -1.7912
C 2.4670 -0.6954 -1.8225
C 4.8690 -1.0514 -2.1648
C 3.8186 -0.7804 -1.3121
C 2.2672 -0.8764 -3.2443
C 3.3268 -1.1444 -4.0838
C 4.6299 -1.2346 -3.5429
H 5.8895 -1.1169 -1.7692
H 3.9652 -0.6349 -0.2403
H 1.2351 -0.7885 -3.6058
H 3.1314 -1.2727 -5.1548
H 5.4651 -1.4451 -4.2120
C -2.5203 0.8739 1.8325
O -2.1041 1.2617 0.5880
C -1.8157 1.7099 2.9254
H -2.3408 1.6134 3.8945
H -1.7862 2.7843 2.6181
H -0.7924 1.3253 3.0631
C -4.0520 1.2078 1.9985
H -4.4941 0.8563 2.9421
H -4.6509 0.7762 1.1976
H -4.2119 2.2913 1.9333
S -2.9803 -1.6058 2.9162
C -2.2059 -0.6785 1.7906
N -1.3556 -1.0854 0.8179
```

HOMO energy (eV): -6.018
E (a.u.): -2107.48191
LUMO level (eV): 0.258
Frontier orbital gap (eV): 6.276
Energy above the lowest of the compared OMol25 structures with the same formula, charge and spin (kJ/mol): 0.0